(1)
A molecular structure, C24H31BN13OSTi, computed with ωB97M-V/def2-TZVPD.

Computed properties:
HOMO-LUMO gap (alpha / beta)	8.07 / 6.23	eV
ΔE to the lowest compared entry with this formula, charge and spin	119.2	kJ/mol
expectation value of S²	0.756
E_HOMO (alpha / beta)	-7.680 / -7.675	eV
2S+1	2

The geometry in XYZ format:
```
72
C24H31BN13OSTi (ωB97M-V/def2-TZVPD)
Ti -0.029 0.943 -0.705
C -2.964 -2.355 -1.910
C -2.578 -1.017 -1.803
N -1.365 -0.920 -1.267
N -0.948 -2.182 -1.027
C -1.897 -3.061 -1.397
B 0.480 -2.497 -0.522
N 1.528 -1.878 -1.495
C 2.717 -2.366 -1.898
C 3.450 -1.334 -2.441
C 2.621 -0.217 -2.306
N 1.473 -0.550 -1.731
N 0.756 -1.813 0.829
C 1.332 -2.290 1.950
C 1.802 -1.225 2.684
C 1.471 -0.102 1.922
N 0.831 -0.456 0.819
N 0.636 -4.012 -0.497
C 0.799 -4.816 -1.579
C 0.577 -6.110 -1.183
C 0.281 -6.001 0.190
N 0.297 -4.743 0.590
H -3.888 -2.750 -2.296
H -3.117 -0.118 -2.056
H -1.750 -4.121 -1.272
H 2.969 -3.402 -1.756
H 4.439 -1.382 -2.863
H 2.811 0.812 -2.561
H 1.358 -3.349 2.129
H 2.304 -1.256 3.635
H 1.655 0.940 2.109
H 1.028 -4.408 -2.549
H 0.632 -6.999 -1.787
H 0.052 -6.783 0.896
N -2.878 4.251 0.217
C -2.967 3.000 -0.233
S -2.220 2.515 -1.660
N -3.739 2.226 0.595
N -3.870 0.981 0.270
C -3.510 -0.028 0.958
C -2.628 0.089 2.113
C -2.956 -0.596 3.286
C -2.294 -0.330 4.467
C -1.300 0.648 4.470
C -0.922 1.286 3.307
C -1.523 0.972 2.072
O -1.079 1.483 0.951
H -2.267 4.898 -0.249
H -3.308 4.487 1.097
H -3.918 -0.987 0.658
H -3.773 -1.308 3.265
H -2.562 -0.846 5.378
H -0.800 0.899 5.398
H -0.135 2.029 3.310
C 0.932 4.551 -0.243
C 1.889 3.368 -0.435
C 2.740 3.186 0.824
C 2.801 3.628 -1.638
N 1.096 2.188 -0.650
H 1.483 5.473 -0.038
H 0.261 4.341 0.592
H 0.329 4.690 -1.143
H 3.393 4.048 0.979
H 3.357 2.290 0.739
H 2.095 3.084 1.699
H 3.352 4.563 -1.520
H 2.207 3.695 -2.552
H 3.527 2.820 -1.748
N -0.160 1.064 -3.076
H 0.732 1.414 -3.403
H -0.883 1.632 -3.502
H -0.264 0.113 -3.411
```

---

(2)
A molecular structure, C24H31BrN4NiOS2, computed with ωB97M-V/def2-TZVPD.

Computed properties:
HOMO-LUMO gap (alpha / beta)	8.65 / 8.65	eV
E_HOMO (alpha / beta)	-14.367 / -14.367	eV
charge	+2

The geometry in XYZ format:
```
64
C24H31BrN4NiOS2 (ωB97M-V/def2-TZVPD)
Ni 0.089 1.738 -0.050
N 0.473 3.656 0.143
C 1.619 4.116 0.991
C 2.959 3.585 0.516
C 3.061 2.058 0.590
C 2.876 1.343 -0.733
N 1.561 1.685 -1.354
H 0.573 4.072 -0.781
H -0.374 4.072 0.525
H 1.424 3.779 2.010
H 1.621 5.207 0.996
H 3.721 4.036 1.152
H 3.172 3.954 -0.494
H 2.297 1.697 1.289
H 4.014 1.748 1.018
H 2.901 0.263 -0.583
H 3.672 1.602 -1.433
H 1.309 0.973 -2.034
H 1.661 2.557 -1.865
S -2.761 1.747 3.350
C -1.275 1.675 2.535
N -1.320 1.834 1.243
C -2.635 2.009 0.802
C -3.047 2.179 -0.521
C -4.393 2.341 -0.767
C -5.327 2.332 0.279
C -4.933 2.155 1.587
C -3.570 1.992 1.838
H -0.353 1.515 3.073
H -2.330 2.164 -1.333
H -4.739 2.475 -1.783
H -6.377 2.465 0.054
H -5.655 2.148 2.392
Br 1.236 -0.685 2.245
C -0.254 -1.740 2.848
C 0.010 -2.745 3.763
C -1.077 -3.489 4.192
C -2.341 -3.190 3.697
C -2.469 -2.156 2.789
N -1.429 -1.429 2.358
H 1.011 -2.931 4.123
H -0.937 -4.289 4.907
H -3.211 -3.748 4.012
H -3.437 -1.885 2.385
C 3.651 -4.012 -4.230
C 2.644 -3.343 -3.342
C 1.738 -2.411 -3.857
C 0.798 -1.804 -3.045
C 0.766 -2.125 -1.691
C 1.667 -3.036 -1.151
C 2.596 -3.641 -1.981
S -0.405 -1.412 -0.588
C -1.947 -1.868 -1.348
O -0.329 0.102 -0.897
H 3.478 -3.779 -5.278
H 3.614 -5.094 -4.107
H 4.662 -3.691 -3.973
H 1.765 -2.173 -4.913
H 0.097 -1.091 -3.464
H 1.638 -3.271 -0.093
H 3.295 -4.356 -1.568
H -1.964 -1.545 -2.387
H -2.737 -1.382 -0.777
H -2.041 -2.951 -1.278
```

---

(3)
A molecular structure, C24H31CoN5O5SSe, computed with ωB97M-V/def2-TZVPD.

Computed properties:
HOMO-LUMO gap (alpha / beta)	6.62 / 6.55	eV
ΔE to the lowest compared entry with this formula, charge and spin	54.9	kJ/mol
E_HOMO (alpha / beta)	-17.226 / -17.226	eV
charge	+3

The geometry in XYZ format:
```
68
C24H31CoN5O5SSe (ωB97M-V/def2-TZVPD)
Co -0.296 -0.211 0.320
C -1.980 -2.501 1.714
O -1.582 -1.108 1.660
C -2.588 -0.233 2.193
C -1.849 1.007 2.591
O -1.010 1.374 1.472
C -1.404 2.555 0.738
C -2.310 2.104 -0.371
O -1.610 1.022 -1.008
C -2.095 0.783 -2.347
H -2.129 -2.766 2.759
H -1.191 -3.107 1.282
H -2.907 -2.656 1.163
H -3.064 -0.687 3.063
H -3.355 -0.054 1.434
H -1.193 0.831 3.441
H -2.534 1.817 2.838
H -0.491 3.004 0.349
H -1.891 3.269 1.400
H -2.461 2.921 -1.080
H -3.289 1.764 -0.023
H -1.968 1.690 -2.935
H -3.151 0.509 -2.327
H -1.515 -0.024 -2.783
Se 2.356 -3.785 -1.894
N 0.921 -4.389 -2.700
C -0.080 -3.623 -2.291
C -1.438 -3.799 -2.676
C -2.366 -2.967 -2.126
C -1.963 -1.962 -1.219
N -0.718 -1.738 -0.853
C 0.268 -2.571 -1.376
N 1.529 -2.471 -1.022
H -1.706 -4.582 -3.375
H -3.418 -3.061 -2.362
H -2.714 -1.313 -0.783
N 1.499 -3.955 4.264
C 2.520 -3.159 3.859
O 3.690 -3.445 3.918
C 2.151 -1.819 3.257
C 2.932 -0.716 3.589
C 2.713 0.493 2.952
C 1.752 0.564 1.964
N 1.004 -0.504 1.644
C 1.188 -1.674 2.283
H 1.737 -4.834 4.699
H 0.561 -3.615 4.369
H 3.716 -0.832 4.326
H 3.300 1.369 3.189
H 1.578 1.474 1.410
H 0.599 -2.515 1.955
C 3.042 0.518 -2.299
S 1.289 0.794 -2.165
O 1.090 0.470 -0.649
C 1.122 2.523 -2.347
C 1.643 3.400 -1.391
C 1.499 4.758 -1.601
C 0.853 5.222 -2.749
C 0.355 4.338 -3.695
C 0.474 2.969 -3.496
H 3.577 1.330 -1.809
H 3.265 0.487 -3.367
H 3.240 -0.443 -1.829
H 2.176 3.029 -0.523
H 1.907 5.463 -0.888
H 0.751 6.288 -2.908
H -0.121 4.711 -4.592
H 0.096 2.269 -4.233
```

---

(4)
2 unconnected molecules or ions with the total composition C24H31F4O2Si2, computed with ωB97M-V/def2-TZVPD.

Computed properties:
HOMO-LUMO gap	4.30	eV
E_HOMO	-10.651	eV
charge	+1

The geometry in XYZ format:
```
63
C24H31F4O2Si2 (ωB97M-V/def2-TZVPD)
C 2.013 1.070 3.840
Si 2.440 0.406 2.143
C 3.365 1.686 1.139
C 3.495 -1.125 2.332
O 1.026 -0.011 1.327
C 0.171 -0.892 1.978
C 0.310 -2.233 1.773
C -0.571 -3.216 2.425
O -0.819 -0.438 2.831
Si -1.803 0.778 2.211
C -3.036 1.258 3.531
C -0.805 2.276 1.692
C -2.709 0.107 0.717
H 2.913 1.244 4.423
H 1.469 2.005 3.749
H 1.387 0.350 4.359
H 4.289 1.966 1.638
H 3.601 1.276 0.161
H 2.750 2.572 1.008
H 4.436 -0.880 2.817
H 2.968 -1.860 2.933
H 3.699 -1.550 1.353
H 1.087 -2.558 1.104
H -0.331 -4.240 2.130
H -0.485 -3.152 3.511
H -1.615 -3.030 2.163
H -3.702 2.036 3.167
H -3.622 0.387 3.810
H -2.503 1.625 4.404
H -1.451 3.007 1.214
H -0.332 2.732 2.556
H -0.038 1.969 0.986
H -3.374 0.860 0.300
H -1.987 -0.184 -0.040
H -3.292 -0.763 1.004
F 1.453 -7.444 9.803
C 0.744 -7.456 8.652
C 0.304 -8.653 8.117
C -0.440 -8.673 6.951
F -0.831 -9.853 6.414
C -0.770 -7.486 6.335
C -0.354 -6.251 6.857
C -0.770 -5.026 6.245
C -0.360 -3.769 6.642
C -0.971 -2.594 6.251
C -0.589 -1.295 6.727
C -1.507 -0.232 6.772
C -1.178 0.965 7.373
F -2.110 1.938 7.514
C 0.097 1.148 7.880
C 1.043 0.143 7.797
F 2.297 0.342 8.267
C 0.698 -1.062 7.232
C 0.424 -6.274 8.023
H 0.516 -9.574 8.628
H -1.345 -7.521 5.429
H -1.502 -5.091 5.457
H 0.440 -3.704 7.360
H -1.835 -2.662 5.614
H -2.507 -0.361 6.401
H 0.349 2.077 8.357
H 1.448 -1.826 7.164
H 0.775 -5.363 8.466
```

---

Number 1: total energy -2992.90320 hartree, maximum force 0.00792 hartree/bohr. Number 2: total energy -6105.65128 hartree, maximum force 0.02310 hartree/bohr. Number 3: total energy -5764.48618 hartree, maximum force 0.04815 hartree/bohr. Number 4: total energy -2061.88508 hartree, maximum force 0.04943 hartree/bohr.